1.
Density functional theory data (ωB97M-V with the def2-TZVPD basis set) for a structure of composition F24NaP4 in a non-equilibrium geometry.

The charge is -3. As for the HOMO-LUMO gap: 9.356 eV. The largest force on an atom is 0.0707 Eh/bohr. The spin multiplicity is 1. The calculation puts the energy relative to the best compared isomer or geometry (same formula, charge and spin) at 58.8 kcal per mole.

Last column: Mulliken charge in e.
Positions of all 29 atoms, in Å:
Na -23.29 6.23 -11.69  1.00
P -20.12 1.64 -13.56  1.15
F -21.66 1.96 -13.13  -0.33
F -20.52 2.09 -15.00  -0.32
F -19.64 3.11 -13.03  -0.37
F -18.52 1.44 -14.05  -0.42
F -19.63 1.10 -12.12  -0.35
F -20.35 0.03 -13.91  -0.37
P -23.63 3.20 -7.08  1.16
F -22.46 2.15 -6.86  -0.35
F -22.75 4.07 -8.04  -0.33
F -24.14 2.20 -8.35  -0.38
F -24.93 4.22 -7.26  -0.35
F -24.49 2.11 -6.16  -0.39
F -23.01 4.02 -5.83  -0.36
P -26.39 9.67 -10.98  1.16
F -25.49 9.25 -12.25  -0.37
F -27.63 9.94 -12.03  -0.37
F -26.91 8.17 -10.78  -0.32
F -27.36 10.27 -9.76  -0.37
F -25.14 9.22 -9.99  -0.38
F -25.74 11.08 -11.24  -0.35
P -26.75 3.79 -14.83  1.19
F -28.12 3.11 -14.21  -0.38
F -26.02 2.38 -14.96  -0.33
F -27.26 3.51 -16.31  -0.36
F -25.38 4.67 -15.34  -0.40
F -27.57 5.21 -14.82  -0.36
F -26.26 4.09 -13.26  -0.37

2.
Density functional theory data (ωB97M-V with the def2-TZVPD basis set) for an isolated molecule of F2H2N2O2S in a non-equilibrium geometry.

The SMILES is NS(=O)(=O)N(F)F. As for the HOMO-LUMO gap: 10.623 eV. The largest force on an atom is 0.1618 Eh/bohr. The spin multiplicity is 1. The calculation puts the energy relative to the best compared isomer or geometry (same formula, charge and spin) at 69.1 kcal per mole.

Last column: Mulliken charge in e.
Positions of all 9 atoms, in Å:
N -0.60 1.01 -0.83  -0.47
S 0.39 -0.14 -0.25  0.95
O 0.71 -1.06 -1.31  -0.54
O 1.78 0.63 0.72  -0.55
N -0.67 -1.08 0.77  0.26
F 0.23 -1.90 1.39  -0.14
F -1.08 -0.35 1.81  -0.14
H -0.48 1.95 -0.48  0.31
H -0.28 0.93 -1.84  0.33